A molecular structure, C9H13BeIO7S2Si at a distorted geometry, computed with ωB97M-V/def2-TZVPD.

Last column: Löwdin charge in e.
Geometry (Å):
Be 1.63445 -1.65759 0.48831  -0.399
O -0.07535 -3.19929 2.57801  -0.286
S 0.30275 -1.81129 2.63631  0.521
O 0.18445 -1.25509 3.98221  -0.347
O 1.63575 -1.50339 2.09211  -0.327
C -0.88785 -0.88439 1.67201  -0.231
C -1.45805 0.24161 2.23541  -0.055
C -2.45345 0.92841 1.55881  -0.091
C -2.89705 0.46161 0.33011  -0.104
C -2.30665 -0.65699 -0.23299  -0.074
C -1.27935 -1.30619 0.42611  -0.242
S -0.54165 -2.69129 -0.43709  0.517
O -1.42705 -3.80649 -0.14959  -0.313
O -0.57485 -2.31289 -1.84029  -0.319
O 0.82415 -2.92499 0.03481  -0.330
H -1.10435 0.54761 3.20811  0.105
H -2.88795 1.82231 1.98811  0.091
H -3.68645 0.98591 -0.19519  0.096
H -2.59805 -1.03979 -1.19849  0.114
C -0.46165 1.37721 -2.05219  -0.165
Si 1.12465 1.01731 -1.03379  0.307
C 1.28405 2.56461 0.10441  -0.169
C 2.53945 1.10351 -2.33629  -0.190
O 1.13105 -0.31469 -0.20989  -0.321
H -0.28835 2.18801 -2.75849  0.010
H -1.29105 1.66871 -1.41469  -0.003
H -0.76345 0.49531 -2.60609  0.017
H 1.32745 3.48241 -0.47699  0.004
H 2.17455 2.51661 0.72141  0.013
H 0.42905 2.63501 0.77171  0.003
H 2.51325 2.00471 -2.94629  0.002
H 2.45965 0.24781 -2.99979  0.016
H 3.51395 1.04271 -1.86389  -0.007
I 3.90385 -1.96719 -0.07589  0.155

The calculation puts the HOMO energy at -2.03 eV. Its net charge is -2. For the largest force on an atom, the calculation gives 3.712 eV/A.

---

2 unconnected molecules or ions with the total composition C9H13BrO, computed with ωB97M-V/def2-TZVPD.

Last column: Löwdin charge in e.
Geometry (Å):
C 1.08594 1.85714 0.51855  -0.114
C 1.03335 1.75265 -0.99350  -0.090
C 0.53295 -3.23673 -0.00237  -0.189
C 1.49344 -2.50745 -0.92695  -0.190
C -0.16303 1.58704 -0.17562  -0.172
C 1.05991 -1.90756 0.34898  -0.645
C -1.51697 1.35868 -0.19156  -0.359
C -1.58972 0.88579 2.13790  -0.072
C -2.19488 1.25708 -1.38842  0.113
O -2.26193 1.24121 0.94686  -0.096
Br 2.20857 -1.56265 1.80957  0.708
H 1.56480 1.06486 1.07888  0.035
H 1.23261 2.83585 0.96254  0.107
H 1.14350 2.65180 -1.58831  0.103
H 1.45724 0.87688 -1.46605  0.095
H -0.50129 -3.30707 -0.31025  0.097
H 0.88224 -4.11658 0.52515  0.097
H 2.50256 -2.88405 -1.03889  0.097
H 1.08914 -2.09666 -1.84154  0.094
H -1.18020 -0.12723 2.06608  0.090
H -2.34726 0.91453 2.92022  0.091
H -0.78410 1.58164 2.38185  0.085
H -3.24910 1.06141 -1.40140  0.058
H -1.67377 1.39830 -2.31429  0.057

The calculation puts the HOMO energy (spin up / spin down) at -7.26 / -8.64 eV. For the largest force on an atom, the calculation gives 0.819 eV/A. The calculation puts the energy relative to the best compared isomer or geometry (same formula, charge and spin) at 3.876 eV.

---

10 unconnected molecules or ions with the total composition C9H13Cl27FN2O2S2 at a distorted geometry, computed with ωB97M-V/def2-TZVPD.

Last column: Löwdin charge in e.
Geometry (Å):
N 0.43501 -2.17991 -4.47655  0.062
N 0.55931 -0.77314 -4.53363  -0.490
S 1.68917 -0.14838 -3.24362  0.770
S -1.04269 0.05120 -4.59284  0.597
O -1.23839 0.37007 -5.94723  -0.166
O -1.94330 -0.73046 -3.85277  -0.188
F -0.71724 1.33651 -3.82538  -0.121
H 0.38643 -2.59024 -5.40147  0.129
H -0.32284 -2.46663 -3.86596  0.110
H 1.00816 -0.54286 -5.42874  0.133
H 2.70960 0.18808 -4.07353  -0.169
C 4.80626 -1.13589 -0.89134  -1.491
Cl 4.09952 0.43261 -1.34852  0.455
Cl 3.68470 -2.44548 -1.26122  0.537
Cl 6.35782 -1.40596 -1.67027  0.555
H 4.96645 -1.11847 0.17903  0.023
C -0.02030 0.32156 0.72501  -1.519
Cl -0.38977 -0.42959 -0.84608  0.507
Cl -0.36527 -0.78399 2.04261  0.549
Cl 1.66186 0.84502 0.73151  0.505
H -0.64965 1.19343 0.83678  -0.043
C -3.33285 3.44768 -2.23803  -1.578
Cl -4.21434 2.56386 -0.99158  0.534
Cl -4.07741 3.21466 -3.82093  0.536
Cl -3.20608 5.15720 -1.83451  0.542
H -2.32897 3.04591 -2.28096  -0.017
C 1.13211 4.94328 0.98388  -1.523
Cl 1.23616 5.33539 2.69752  0.574
Cl 2.69152 4.39969 0.36919  0.516
Cl -0.12165 3.72568 0.69957  0.547
H 0.85168 5.83980 0.44373  -0.010
C 5.27080 0.59165 -5.56322  -1.509
Cl 4.99717 -1.15246 -5.51155  0.539
Cl 3.81188 1.42523 -6.14130  0.535
Cl 5.74689 1.19411 -3.98137  0.534
H 6.06678 0.79286 -6.26860  0.022
C 2.95448 8.23078 0.90162  -1.567
Cl 3.26593 9.83374 1.55550  0.554
Cl 2.14344 8.33357 -0.66763  0.527
Cl 4.44288 7.29530 0.77525  0.515
H 2.29265 7.71347 1.58458  -0.036
C -1.35337 -4.38001 4.07815  -1.550
Cl -2.25179 -5.08672 5.41278  0.536
Cl -0.87451 -2.71924 4.45682  0.502
Cl 0.05847 -5.35811 3.67971  0.540
H -2.00078 -4.35358 3.21142  -0.024
C -4.16345 -3.56109 8.25687  -1.569
Cl -4.42901 -5.30361 8.34493  0.506
Cl -5.58202 -2.74718 7.59374  0.521
Cl -3.74642 -2.90789 9.83996  0.535
H -3.33140 -3.38306 7.58780  -0.026
C -5.62021 -6.83252 3.45042  -1.541
Cl -4.92261 -8.44685 3.55069  0.538
Cl -6.10828 -6.25537 5.04104  0.525
Cl -4.47509 -5.70436 2.70948  0.516
H -6.49743 -6.87931 2.81922  0.013

The calculation puts the HOMO energy at -12.16 eV. Its net charge is +1. For the largest force on an atom, the calculation gives 1.415 eV/A.

---

A molecular structure, C9H13Cl2IrN4O7P2S at a distorted geometry, computed with ωB97M-V/def2-TZVPD.

Last column: Löwdin charge in e.
Geometry (Å):
Ir -1.03897 0.33747 0.30552  1.143
C 0.27116 -2.77721 -2.36487  -0.017
C 0.12742 -1.53198 -1.56200  -0.225
N -1.03050 -1.25651 -0.87455  -0.169
N -2.02133 -2.12770 -0.92753  -0.017
C -3.14737 -1.82279 -0.35793  -0.797
N -4.18896 -2.68460 -0.37570  0.100
S -3.40512 -0.23158 0.35463  0.615
C 1.12587 -0.56733 -1.44588  -0.200
C 2.43471 -0.68458 -1.99215  0.011
C 3.37071 0.27297 -1.71714  -0.037
C 3.01724 1.37123 -0.91717  -0.006
C 1.71047 1.48143 -0.47282  -0.136
N 0.79718 0.56035 -0.72190  -0.052
H -0.66731 -3.32154 -2.35379  0.067
H 1.05462 -3.40590 -1.93981  0.096
H 0.54204 -2.54171 -3.39401  0.092
H -4.00087 -3.64734 -0.60259  0.107
H -4.95539 -2.49602 0.24695  0.090
H 2.66609 -1.54994 -2.59329  0.112
H 4.37634 0.19291 -2.10144  0.114
H 3.73392 2.12794 -0.64940  0.116
H 1.41730 2.33499 0.12440  0.072
O 1.34451 -1.96945 2.18797  -0.095
P 0.31746 -0.89303 2.77428  0.210
O 0.28673 -0.82020 4.24967  -0.247
O -0.98051 -1.10420 2.04416  -0.330
O 1.00941 0.47427 2.17256  -0.309
P 0.25591 1.89153 2.50870  0.192
O -0.10698 1.78837 4.03102  -0.096
O 1.12079 3.02281 2.14255  -0.271
O -1.02897 1.84568 1.65349  -0.486
H 2.11793 -2.02667 2.74531  0.078
H -0.10875 0.84817 4.32123  0.030
Cl 0.09216 4.51055 -1.53898  0.553
C -1.35718 3.85719 -0.77572  -0.950
Cl -1.83012 2.33945 -1.55647  0.593
H -2.17687 4.56282 -0.90371  0.039
H -1.14478 3.64016 0.27642  0.012

The calculation puts the HOMO energy (spin up / spin down) at -8.30 / -8.30 eV. For the largest force on an atom, the calculation gives 4.555 eV/A.

---

5 unconnected molecules or ions with the total composition C9H13Cl3N4 at a distorted geometry, computed with ωB97M-V/def2-TZVPD.

Last column: Löwdin charge in e.
Geometry (Å):
C 3.87284 4.69884 -21.35573  -0.047
C 3.91191 4.33972 -22.77009  -0.167
N 3.92429 4.00668 -23.87181  0.238
H 4.21684 3.82572 -20.80128  0.081
H 2.86788 4.99246 -21.05251  0.045
H 4.60497 5.48496 -21.17105  0.070
C 5.85718 7.40006 -24.63345  -0.056
C 5.60156 7.66173 -23.17465  -0.256
N 5.41608 7.85599 -22.05521  0.125
H 6.11465 8.37730 -25.04187  0.086
H 4.92805 7.11045 -25.12430  0.069
H 6.69772 6.70612 -24.63941  0.076
C 0.98985 3.69884 -17.61409  -0.064
C 1.74280 3.18668 -18.74444  -0.284
N 2.26721 2.71818 -19.65111  0.152
H 0.68078 2.92635 -16.90993  0.098
H 0.14944 4.29154 -17.97537  0.053
H 1.68543 4.38526 -17.13129  0.091
C 6.85507 3.58826 -26.05394  -0.057
C 5.97832 4.54439 -26.79049  -0.278
N 5.37657 5.33372 -27.34583  0.141
H 6.68710 2.55919 -26.37158  0.084
H 6.57683 3.65586 -25.00223  0.055
H 7.89461 3.86791 -26.22496  0.085
C -0.80244 6.73309 -21.59034  -1.465
Cl -0.41747 6.26293 -23.26303  0.717
Cl -0.66714 8.50500 -21.40600  0.682
Cl 0.21579 5.89958 -20.40443  0.691
H -1.85559 6.48004 -21.46817  0.034

The calculation puts the HOMO energy (spin up / spin down) at -14.16 / -13.85 eV. Its net charge is +1. For the largest force on an atom, the calculation gives 2.517 eV/A. Its spin multiplicity is 2. As for the expectation value of S²: 0.755. The calculation puts the energy relative to the best compared isomer or geometry (same formula, charge and spin) at 0.000 eV.

---

A single C9H13F2N molecule at a distorted geometry, computed with ωB97M-V/def2-TZVPD.

Last column: Löwdin charge in e.
Geometry (Å):
C 2.84868 -1.58452 0.10405  -0.041
C 1.38870 -1.09725 0.43449  -0.093
C 1.23096 0.37964 -0.00322  -0.418
F 2.07397 1.12483 0.80837  0.053
F 1.88238 0.60478 -1.22986  0.036
C -0.22477 0.95358 0.01988  -0.393
C -0.22994 2.51159 0.06261  0.009
C -0.90902 0.44468 -1.24202  -0.012
C -1.95476 -0.38688 -1.15921  -0.102
C -2.70416 -0.69632 0.03311  -0.144
C -1.76522 -0.39681 1.19185  -0.148
N -0.78426 0.29214 1.19319  0.111
H 3.49695 -0.81018 0.29094  0.047
H 3.07784 -2.41864 0.64684  0.037
H 2.92449 -2.03639 -0.86591  0.076
H 0.71191 -1.69432 0.00262  0.066
H 1.13829 -1.02220 1.49741  0.121
H -0.21417 2.81328 1.13802  0.099
H -1.13889 2.90714 -0.27710  0.057
H 0.59241 2.95578 -0.49175  0.089
H -0.33010 0.66490 -2.15878  0.128
H -2.33340 -0.83817 -2.05364  0.103
H -3.63449 -0.20372 0.00946  0.115
H -2.95041 -1.66940 -0.08551  0.079
H -2.19300 -0.79752 2.13416  0.125

The calculation puts the HOMO energy at -9.24 eV. For the largest force on an atom, the calculation gives 6.565 eV/A. The calculation puts the energy relative to the best compared isomer or geometry (same formula, charge and spin) at 0.603 eV.

---

no.,energy (eV)
1,-61935.828
2,-81627.283
3,-379101.928
4,-87140.702
5,-53058.651
6,-16467.115